C9H10FNS | the ωB97M-V functional and the def2-TZVPD basis

Cartesian coordinates (Å):
C (-3.150, 0.717, 0.013)
C (-3.327, -0.647, 0.037)
C (-1.878, 1.296, -0.050)
C (-2.176, -1.485, 0.257)
C (-0.715, 0.406, 0.103)
C (-0.906, -0.992, 0.152)
C (1.554, -0.066, -0.021)
C (2.350, -0.089, -1.320)
C (2.667, 0.075, 1.025)
N (0.515, 0.937, -0.037)
F (2.285, -0.142, 2.295)
S (0.701, -1.723, 0.106)
H (-4.085, 1.228, -0.163)
H (-4.304, -1.114, 0.041)
H (-1.641, 2.354, -0.104)
H (-2.313, -2.536, 0.275)
H (1.674, -0.093, -2.174)
H (2.891, -0.998, -1.289)
H (2.871, 0.907, -1.152)
H (3.026, 0.996, 0.868)
H (3.291, -0.844, 0.777)
H (0.669, 1.813, 0.362)

Results
HOMO energy (spin up / spin down), eV: -4.4 / -8.0
Multiplicity: 3
Net charge: 0
Kohn-Sham gap (spin up / spin down), eV: 5.02 / 6.29
Expectation value of S²: 2.033